# 1
Formula: AsF6H20O10
Source: OMol25
Level of theory: wB97M-V/def2-TZVPD

The geometry in ORCA input format:
```
! RIJCOSX wB97M-V def2-TZVPD def2/J DEFGRID3
* xyz -1 1
As 0.305 0.251 0.018
F -0.176 0.464 1.670
F -0.011 1.924 -0.268
F 0.807 0.026 -1.625
F 0.495 -1.433 0.275
F -1.335 -0.059 -0.488
F 1.936 0.674 0.374
O -1.732 -1.778 2.464
H -1.337 -1.286 3.188
H -1.647 -1.189 1.704
O 0.766 2.640 -3.246
H 0.029 3.180 -2.947
H 0.510 1.745 -2.995
O 2.277 -2.234 2.181
H 2.421 -2.057 3.114
H 1.468 -1.756 1.956
O -1.560 -3.636 -0.137
H -1.866 -4.469 0.228
H -0.905 -3.317 0.493
O -2.258 2.042 -2.574
H -2.981 2.268 -3.165
H -2.687 1.722 -1.775
O -2.378 2.073 2.940
H -1.988 1.246 3.234
H -1.663 2.504 2.463
O 1.027 4.388 0.060
H 0.889 3.891 -0.753
H 1.039 3.705 0.735
O -3.577 -1.657 -1.180
H -2.907 -1.001 -0.957
H -3.639 -2.191 -0.384
O 3.052 -1.319 -2.330
H 2.186 -1.183 -1.928
H 3.619 -1.265 -1.541
O 4.213 -1.151 0.179
H 3.558 -1.553 0.769
H 4.045 -0.206 0.250
*
```

E_LUMO: 2.4 eV
Energy above the lowest of the compared OMol25 structures with the same formula, charge and spin: 8.0 kcal per mole

=====

# 2
Formula: AsF6H24O12
Source: OMol25
Level of theory: wB97M-V/def2-TZVPD

The geometry in ORCA input format:
```
! RIJCOSX wB97M-V def2-TZVPD def2/J DEFGRID3
* xyz -1 1
As -0.045 0.630 0.125
F 1.537 0.094 0.768
F -0.396 -0.772 -0.980
F -1.678 1.253 -0.476
F 0.037 2.014 1.278
F 0.961 1.496 -1.131
F -0.920 -0.297 1.461
O -3.531 0.897 -1.632
H -3.172 0.265 -1.008
H -4.414 1.076 -1.310
O -1.627 -1.700 -2.306
H -1.931 -0.932 -1.821
H -2.170 -2.419 -1.982
O 3.063 1.217 -0.458
H 2.864 2.137 -0.631
H 2.426 0.731 -0.982
O 0.812 -0.232 2.875
H 0.200 -0.031 2.167
H 0.411 0.152 3.655
O -0.115 -2.552 1.614
H -0.348 -1.745 2.074
H -0.700 -3.215 1.981
O 0.419 0.057 -2.839
H 0.235 0.499 -2.009
H -0.266 0.364 -3.432
O 3.645 0.249 1.223
H 3.442 0.709 0.408
H 2.799 -0.069 1.536
O -2.151 1.855 2.286
H -2.913 2.089 1.756
H -1.467 1.654 1.647
O -0.716 3.352 -0.171
H -0.423 2.934 0.639
H -1.548 2.924 -0.374
O 1.781 -0.998 -1.230
H 2.219 -0.606 -1.985
H 0.858 -0.774 -1.344
O -0.943 -2.365 -0.225
H -0.793 -1.477 -0.548
H -0.461 -2.405 0.601
O 1.875 -2.005 0.595
H 1.686 -1.284 -0.006
H 1.460 -2.768 0.192
*
```

E_LUMO: 0.7 eV
Energy above the lowest of the compared OMol25 structures with the same formula, charge and spin: 573.7 kcal per mole

=====

# 3
Formula: AsF6H24O12
Source: OMol25
Level of theory: wB97M-V/def2-TZVPD

The geometry in ORCA input format:
```
! RIJCOSX wB97M-V def2-TZVPD def2/J DEFGRID3
* xyz -1 1
As -5.362 -3.574 5.739
F -4.272 -2.210 5.884
F -4.815 -3.792 4.030
F -6.493 -5.019 5.547
F -5.828 -3.263 7.418
F -6.709 -2.488 5.191
F -4.112 -4.677 6.198
O -11.578 -1.272 5.580
H -10.630 -1.346 5.469
H -11.688 -0.685 6.328
O -2.629 1.538 9.696
H -2.810 1.495 10.635
H -3.233 0.907 9.305
O -4.629 4.051 6.118
H -4.523 3.674 5.244
H -4.065 3.518 6.679
O -9.483 -4.112 12.078
H -10.177 -3.647 12.544
H -8.792 -3.459 11.964
O -12.383 -5.670 5.985
H -12.279 -4.748 5.750
H -11.490 -6.012 6.019
O 1.296 -3.056 7.690
H 2.062 -3.200 7.135
H 0.746 -2.454 7.188
O 1.406 -6.727 4.296
H 1.319 -6.499 5.222
H 0.905 -7.537 4.201
O -4.369 -1.179 -1.581
H -4.645 -1.380 -0.687
H -5.116 -0.721 -1.967
O -6.050 2.677 1.881
H -6.084 2.586 0.929
H -6.341 1.828 2.214
O -2.966 -9.305 4.419
H -3.169 -8.468 4.837
H -3.338 -9.963 5.007
O -1.534 -4.615 -0.181
H -2.172 -5.039 0.393
H -2.061 -4.214 -0.872
O -9.541 -9.338 3.548
H -9.224 -8.576 4.033
H -10.403 -9.076 3.224
*
```

E_LUMO: 2.0 eV
Energy above the lowest of the compared OMol25 structures with the same formula, charge and spin: 65.6 kcal per mole

=====

# 4
Formula: B2CsF8
Source: OMol25
Level of theory: wB97M-V/def2-TZVPD

The geometry in ORCA input format:
```
! RIJCOSX wB97M-V def2-TZVPD def2/J DEFGRID3
* xyz -1 1
Cs -16.399 16.010 -21.645
B -15.685 13.654 -23.847
F -15.070 13.186 -24.950
F -16.594 12.683 -23.375
F -14.789 13.783 -22.788
F -16.345 14.882 -24.073
B -15.786 19.064 -23.086
F -15.808 20.419 -23.091
F -16.950 18.649 -22.532
F -15.570 18.458 -24.313
F -14.802 18.622 -22.122
*
```

E_LUMO: 2.0 eV
Energy above the lowest of the compared OMol25 structures with the same formula, charge and spin: 14.5 kcal per mole

=====

# 5
Formula: B2F8Rb
Source: OMol25
Level of theory: wB97M-V/def2-TZVPD

The geometry in ORCA input format:
```
! RIJCOSX wB97M-V def2-TZVPD def2/J DEFGRID3
* xyz -1 1
Rb -1.970 2.205 0.346
B -0.299 -1.335 3.284
F -0.577 -0.038 3.719
F -0.418 -1.374 1.871
F 0.929 -1.608 3.743
F -1.214 -2.159 3.823
B 0.730 0.869 -3.367
F -0.077 -0.162 -2.898
F 1.907 0.882 -2.714
F 0.896 0.612 -4.674
F 0.093 2.108 -3.134
*
```

E_LUMO: 0.7 eV
Energy above the lowest of the compared OMol25 structures with the same formula, charge and spin: 57.5 kcal per mole

=====

# 6
Formula: B2H6NOPS
Source: OMol25
Level of theory: wB97M-V/def2-TZVPD

The geometry in ORCA input format:
```
! RIJCOSX wB97M-V def2-TZVPD def2/J DEFGRID3
* xyz 0 1
N 1.574 -1.139 -0.349
B 1.153 0.209 -0.129
O 2.037 1.205 -0.488
B -0.351 0.563 0.588
P -1.986 0.069 -0.185
S -1.849 -1.777 0.477
H 2.383 -1.463 0.163
H 0.841 -1.823 -0.224
H 1.782 2.093 -0.220
H -0.444 1.012 1.686
H -2.049 0.242 -1.575
H -3.094 0.809 0.257
*
```

E_LUMO: -0.5 eV
SMILES string: NB(O)B[PH2]=S

=====

| no. | HOMO level (eV) |
| --- | --- |
| 1 | -7.3728 |
| 2 | -5.3990 |
| 3 | -9.3689 |
| 4 | -8.6953 |
| 5 | -7.9947 |
| 6 | -8.9548 |